Record 1
Entry from the Open Molecules 2025 dataset: a molecular structure, C20H16N8NaOSe2Te2 (the ωB97M-V functional and the def2-TZVPD basis).

CARTESIAN COORDINATES (ANGSTROEM)
Na  -0.2781  -0.3623  -0.1350
Se  2.3714  -1.5524  -0.4019
Te  2.9161  0.8161  0.0591
Te  -0.3777  1.0639  -3.2176
Se  -2.2540  0.9762  -1.5650
C  0.9067  0.9803  5.5413
N  0.6852  0.2971  4.2870
C  -0.1395  0.5657  3.2659
N  -0.0151  -0.3544  2.3343
C  0.9447  -1.1790  2.8328
N  1.3822  -0.8335  4.0214
C  1.7068  2.2644  5.4666
C  1.6560  3.1228  6.5598
C  2.4864  4.2313  6.6290
C  3.3631  4.5061  5.5909
C  3.3838  3.6766  4.4768
C  2.5618  2.5512  4.4111
C  4.2666  4.0080  3.3503
N  5.5004  4.3793  3.3399
N  5.8360  4.5826  2.0079
C  4.7757  4.3314  1.3172
O  3.7388  3.9559  2.1086
C  4.5295  4.3809  -0.1230
C  5.5618  4.2130  -1.0413
C  5.2630  4.2014  -2.3922
C  3.9482  4.3422  -2.8283
C  2.9134  4.5299  -1.9202
C  1.4605  4.6260  -2.3560
N  0.5952  3.6023  -1.7902
C  1.0349  2.2056  -1.9944
N  1.1644  1.6887  -0.6450
C  0.6551  2.7025  0.1608
N  0.3463  3.7926  -0.4133
C  3.2252  4.5657  -0.5636
H  1.4729  0.2657  6.1381
H  -0.0476  1.1524  6.0402
H  -0.8081  1.4125  3.2424
H  1.3317  -2.0190  2.2797
H  0.9725  2.9105  7.3745
H  2.4445  4.8868  7.4892
H  4.0187  5.3658  5.6229
H  2.6054  1.9075  3.5376
H  6.5744  4.0679  -0.6887
H  6.0551  4.0518  -3.1148
H  3.7272  4.2924  -3.8886
H  1.3946  4.5403  -3.4433
H  1.0386  5.5925  -2.0768
H  1.9796  2.1564  -2.5439
H  0.5423  2.5529  1.2258
H  2.4315  4.7219  0.1515

Summary:
multiplicity	1
relative energy (zero: lowest compared OMol25 entry of this formula, charge and spin)	20.9	kJ/mol
lowest unoccupied orbital energy	1.926	eV
maximum force	0.4	eV/Å
gap between HOMO and LUMO	5.446	eV
molar mass	820.5	g/mol
charge	-1

Record 2
Entry from the Open Molecules 2025 dataset: a molecular structure, C20H17AsN3O7SSe2Te2V at a distorted geometry (the ωB97M-V functional and the def2-TZVPD basis).

CARTESIAN COORDINATES (ANGSTROEM)
V  0.4742  1.2669  0.4001
Se  0.5731  2.4545  2.7199
Te  2.3784  1.0476  3.7341
Te  1.1270  -1.3216  3.3408
Se  0.9862  -1.0586  0.8471
O  4.9260  2.1619  -0.5370
As  3.3700  1.4566  -1.0295
O  3.5369  -0.0697  -1.5486
O  2.3925  1.8121  0.2948
C  3.0104  2.7763  -2.4159
C  4.1104  3.3398  -3.0571
C  3.9399  4.2905  -4.0524
C  2.6656  4.6927  -4.4241
C  1.5609  4.1313  -3.8058
C  1.7385  3.1826  -2.8093
S  0.2785  2.5054  -2.0534
O  -0.8002  2.7246  -2.9716
O  0.1275  3.1353  -0.7240
O  0.6101  1.0883  -1.7602
H  5.2114  1.7122  0.2673
H  5.1054  3.0361  -2.7635
H  4.8085  4.7175  -4.5379
H  2.5289  5.4353  -5.1998
H  0.5554  4.4071  -4.0922
N  -5.6066  -4.8465  -2.4070
C  -6.4186  -5.4842  -3.3178
C  -7.5170  -6.3243  -3.1794
C  -8.0965  -6.7875  -4.3459
C  -7.5963  -6.4260  -5.6057
C  -6.5044  -5.5900  -5.7347
C  -5.9078  -5.1093  -4.5707
N  -4.8236  -4.2666  -4.4120
C  -4.6767  -4.1327  -3.1230
C  -3.6507  -3.3131  -2.4668
C  -3.3227  -3.4816  -1.1250
C  -2.3484  -2.6656  -0.5715
N  -1.7122  -1.7244  -1.2552
C  -2.0220  -1.5689  -2.5384
C  -2.9779  -2.3356  -3.1889
H  -5.7093  -4.8392  -1.4088
H  -7.9039  -6.6058  -2.2085
H  -8.9548  -7.4440  -4.2865
H  -8.0810  -6.8122  -6.4930
H  -6.1147  -5.3072  -6.7034
H  -3.7834  -4.2486  -0.5146
H  -2.0493  -2.7823  0.4661
H  -1.4823  -0.7884  -3.0635
H  -3.2059  -2.1834  -4.2343
C  -2.1456  0.3102  2.2806
C  -1.2499  0.7410  1.1898
O  -1.5397  1.0450  0.0451
H  -2.3934  1.2017  2.8590
H  -1.6111  -0.3683  2.9437
H  -3.0507  -0.1374  1.8680

Summary:
⟨S²⟩	0.82
multiplicity	2
relative energy (zero: lowest compared OMol25 entry of this formula, charge and spin)	53.5	kJ/mol
lowest unoccupied orbital energy (spin up / spin down)	1.870 / 1.872	eV
maximum force	1.1	eV/Å
gap between HOMO and LUMO (spin up / spin down)	6.443 / 6.430	eV
molar mass	982.4	g/mol
charge	-1

Record 3
Entry from the Open Molecules 2025 dataset: a molecular structure, C20H17B2F9FeN6O9 (the ωB97M-V functional and the def2-TZVPD basis).

CARTESIAN COORDINATES (ANGSTROEM)
Fe  -0.6901  0.2907  -0.2643
C  0.1049  -2.0510  3.1830
C  0.1536  -1.2071  1.9678
N  -0.9506  -0.6697  1.4272
O  -2.0638  -0.8420  1.9968
B  -3.5097  -0.4363  1.0605
F  -3.4044  -1.3325  0.0631
F  -4.4469  -0.5730  1.9923
O  -3.3757  0.9573  0.6550
N  -2.3786  1.2290  -0.2074
C  -2.4784  2.2604  -0.9625
C  -3.6871  3.1145  -1.0482
C  -1.2098  2.5974  -1.6721
N  -0.2509  1.7899  -1.3984
O  1.0017  2.0972  -1.7668
B  1.9339  0.9586  -1.9327
F  1.4150  -0.0472  -2.6721
F  3.1467  1.4401  -2.2368
O  2.1926  0.2627  -0.4545
N  1.1733  -0.1262  0.1989
C  1.3509  -0.8863  1.2830
C  2.6854  -1.3521  1.7252
C  -1.0806  3.8034  -2.5259
H  -0.9082  -2.3934  3.3712
H  0.4441  -1.4787  4.0508
H  0.7718  -2.9042  3.0656
H  -4.5621  2.5648  -0.7142
H  -3.8321  3.4694  -2.0672
H  -3.5643  3.9876  -0.4016
H  3.4732  -0.8879  1.1411
H  2.7399  -2.4355  1.5965
H  2.8310  -1.1331  2.7835
H  -1.4857  4.6778  -2.0159
H  -1.6612  3.6575  -3.4402
H  -0.0424  3.9741  -2.7917
C  1.8528  -5.0273  0.6729
C  0.9467  -4.5267  -0.3978
N  0.4369  -3.3160  -0.4892
C  -0.2981  -3.3152  -1.6550
C  -0.2332  -4.5487  -2.2590
N  0.5622  -5.2917  -1.4429
C  -0.7560  -5.2316  -3.4824
O  -1.5207  -4.5415  -4.2977
O  -0.4533  -6.3850  -3.6602
C  -1.0336  -2.1402  -2.1534
O  -1.6774  -2.1558  -3.1850
O  -0.9550  -1.0660  -1.4097
H  1.5004  -4.7055  1.6516
H  2.8695  -4.6595  0.5256
H  1.8924  -6.1153  0.6728
H  0.7882  -6.2548  -1.6514
H  -1.6462  -3.6145  -3.9688
F  3.0294  6.3253  2.5407
C  2.2778  5.2946  2.2638
C  1.0401  5.4981  1.6259
F  0.6750  6.7281  1.3181
C  0.2557  4.4237  1.3343
F  -0.9028  4.5798  0.7139
C  0.6595  3.0703  1.6558
O  -0.0410  2.0942  1.3538
C  1.9398  2.9292  2.3165
F  2.3317  1.7028  2.6224
C  2.7256  4.0038  2.6039
F  3.8984  3.8693  3.1911

Summary:
⟨S²⟩	8.91
multiplicity	6
relative energy (zero: lowest compared OMol25 entry of this formula, charge and spin)	81.5	kJ/mol
lowest unoccupied orbital energy (spin up / spin down)	-4.745 / -6.639	eV
maximum force	0.1	eV/Å
gap between HOMO and LUMO (spin up / spin down)	6.986 / 5.073	eV
molar mass	733.8	g/mol
charge	+1

Record 4
Entry from the Open Molecules 2025 dataset: a molecular structure, C20H17BrN3O6SSr at a distorted geometry (the ωB97M-V functional and the def2-TZVPD basis).

CARTESIAN COORDINATES (ANGSTROEM)
Sr  -1.0576  0.7733  0.5422
Br  -1.7670  2.8795  -2.9381
C  -1.9651  3.9864  -1.3862
C  -2.6026  5.2103  -1.5174
C  -2.6754  5.9949  -0.3810
C  -2.1314  5.5323  0.8071
C  -1.5557  4.2722  0.8317
N  -1.4625  3.5130  -0.2766
C  -1.0371  3.6892  2.1528
O  -0.5850  4.4957  2.9727
O  -1.1496  2.4404  2.2491
H  -3.0136  5.5225  -2.4655
H  -3.1542  6.9658  -0.4285
H  -2.1407  6.1043  1.7235
C  3.5991  -6.3731  -1.6211
C  2.7460  -5.1832  -1.2793
C  2.1653  -5.0397  -0.0290
C  1.3624  -3.9432  0.2762
C  1.1443  -2.9808  -0.6896
C  1.7213  -3.0978  -1.9536
C  2.5146  -4.1907  -2.2365
S  0.1002  -1.5938  -0.3899
O  -0.9870  -1.6490  -1.3418
O  -0.3148  -1.6837  1.0221
N  0.9007  -0.2275  -0.6537
C  1.7203  0.2844  0.4437
C  2.7118  -0.4745  1.0659
C  3.3887  0.0642  2.1383
C  3.0735  1.3491  2.5620
C  2.1032  2.0427  1.8710
N  1.4338  1.5469  0.8204
H  3.6325  -7.0904  -0.8011
H  4.6246  -6.0687  -1.8421
H  3.2189  -6.8932  -2.5021
H  2.3357  -5.7988  0.7264
H  0.9087  -3.8326  1.2520
H  1.5438  -2.3311  -2.6969
H  2.9645  -4.2808  -3.2193
H  2.9372  -1.4711  0.7133
H  4.1527  -0.5140  2.6441
H  3.5580  1.8084  3.4122
H  1.8148  3.0449  2.1700
C  -5.6086  0.3219  -0.5208
O  -4.9263  0.0741  0.7070
C  -3.6255  0.5314  0.7934
O  -3.2203  1.1370  -0.2222
H  -6.5588  -0.2077  -0.4500
H  -5.0408  -0.0454  -1.3762
H  -5.7968  1.3860  -0.6788

Summary:
multiplicity	1
relative energy (zero: lowest compared OMol25 entry of this formula, charge and spin)	85.7	kJ/mol
lowest unoccupied orbital energy	2.305	eV
maximum force	2.2	eV/Å
gap between HOMO and LUMO	6.637	eV
molar mass	595.0	g/mol
charge	-1